Entry from OMol25: a cluster of 3 separate species, C9H14N2O in total at a distorted geometry (the ωB97M-V functional and the def2-TZVPD basis).

The calculation puts the gap between HOMO and LUMO (spin up / spin down) at 7.8557 / 7.8560 eV. The lowest unoccupied orbital energy (spin up / spin down) comes out at -0.930 / -0.938 eV. As for the largest force on an atom: 5.621 eV/Å. Its multiplicity is 1. The energy relative to the best compared isomer or geometry (same formula, charge and spin) comes out at 149.3 kcal per mole.

Positions of all 26 atoms, in Å:
N: 8.52597 0.57476 -0.12593
H: -6.41015 1.74039 -0.20811
H: -6.20795 -3.21169 -1.02468
C: -6.03178 -1.08626 -0.53283
H: 7.69611 2.10890 0.73288
H: 6.70937 1.79427 -0.49367
C: -5.54290 -2.40677 -0.63684
H: 8.26056 2.58162 -0.87363
C: 7.85026 -0.49539 0.55302
O: -5.07017 3.75495 -0.89321
H: -6.16695 1.30371 1.37437
C: -5.51442 1.42154 0.39851
C: 7.75288 1.77895 -0.25924
C: -4.23583 -2.67569 -0.20946
H: -3.87914 -3.72825 -0.11416
H: 7.73967 -0.08208 1.52291
H: -3.28825 0.41030 0.73352
C: -5.25130 -0.09255 0.09643
H: 8.74637 0.15694 -1.05664
H: -2.36026 -1.85190 0.63770
C: -3.40863 -1.68519 0.32819
H: -7.07052 -0.88899 -0.84995
N: -4.31390 2.97446 -0.37579
C: -4.00287 -0.43875 0.51898
H: 6.90758 -0.63261 0.01870
H: 8.56622 -1.32465 0.73892

=====

Entry from OMol25: an isolated molecule of C5H10O (the ωB97M-V functional and the def2-TZVPD basis).

Its SMILES is C[C@H]1C[C@@H](O)C1. The calculation puts the gap between HOMO and LUMO at 10.8883 eV. The lowest unoccupied orbital energy comes out at 1.024 eV. As for the largest force on an atom: 0.362 eV/Å. Its multiplicity is 1. The energy relative to the best compared isomer or geometry (same formula, charge and spin) comes out at 20.5 kcal per mole.

Positions of all 16 atoms, in Å:
H: -2.89804 0.13420 -0.88358
H: 1.14184 0.44753 1.42641
H: 1.53306 -0.26246 -1.53201
C: 0.76274 0.15324 0.44094
C: -0.42576 1.04189 -0.00305
H: -1.98248 0.06095 1.23874
C: -0.20497 -1.05322 0.53710
H: -0.10736 -1.74195 -0.30833
O: -2.23547 -0.55017 -0.72739
H: 2.44289 0.98402 -0.65739
H: -0.41213 1.23395 -1.08155
H: -0.56962 1.98724 0.53027
C: -1.40048 -0.11306 0.32189
C: 1.91223 0.03091 -0.54503
H: -0.19416 -1.62701 1.46828
H: 2.63771 -0.72605 -0.22531

=====

Entry from OMol25: a cluster of 11 separate species, C46H123N23O6P6 in total at a distorted geometry (the ωB97M-V functional and the def2-TZVPD basis).

Its SMILES is CN(C)P(=O)(N(C)C)N(C)C.CN(C)P(=O)(N(C)C)N(C)C.CN(C)P(=O)(N(C)C)N(C)C.CN(C)P(=O)(N(C)C)N(C)C.CN(C)P(=O)(N(C)C)N(C)C.CN(C)P(=O)(N(C)C)N(C)C.CC#N.CC#N.CC#N.CC#N.CC#N. The calculation puts the gap between HOMO and LUMO at 7.8617 eV. The lowest unoccupied orbital energy comes out at 0.103 eV. As for the largest force on an atom: 2.297 eV/Å. Its multiplicity is 1. The energy relative to the best compared isomer or geometry (same formula, charge and spin) comes out at 0.0 kcal per mole.

Positions of all 204 atoms, in Å:
H: 11.51111 -12.47094 -24.14519
C: 7.12401 -12.65384 -27.27812
H: 13.43025 -19.03748 -25.50401
H: 14.76655 -13.38876 -30.13092
H: 13.84813 -17.14180 -32.10330
H: 2.35875 -16.03082 -35.68503
H: 14.54896 -12.42193 -35.12954
C: 5.93001 -20.83885 -29.56057
H: 7.01679 -16.42831 -34.41019
H: 15.10302 -16.91021 -35.56655
N: 16.87245 -17.63227 -22.93724
H: 12.41072 -14.36941 -17.94569
C: 10.15902 -19.64746 -26.56269
H: 7.76980 -19.00373 -25.76865
H: 7.43927 -17.79422 -27.07857
H: 3.77584 -17.35074 -31.89751
O: 7.92680 -20.45499 -32.23496
H: 6.85358 -15.27177 -31.55446
H: 13.33464 -12.40276 -33.86644
H: 14.07184 -14.78897 -29.41182
C: 13.92182 -14.07441 -30.22402
H: 12.92499 -18.31568 -22.59122
C: 10.93554 -15.11855 -20.06820
C: 6.12293 -12.61753 -28.34402
H: 5.77237 -23.61285 -30.41251
H: 8.08024 -24.43625 -25.41988
H: 18.17340 -18.80262 -26.56142
C: 13.66970 -17.74996 -23.16022
H: 5.42921 -17.22290 -34.56929
H: 5.96796 -13.80655 -32.12467
C: 7.73583 -17.55858 -29.73081
C: 5.45008 -23.49290 -31.44481
H: 17.01306 -12.37302 -33.02928
C: 17.03144 -20.65356 -24.25521
H: 2.01939 -17.46190 -32.25220
N: 3.34357 -14.36459 -32.27070
H: 12.94828 -15.90500 -18.61744
H: 9.48163 -15.49878 -26.66287
H: 9.39456 -14.85255 -28.69858
H: 4.41041 -23.15561 -31.47961
H: 15.03841 -17.33057 -29.61079
H: 1.57447 -13.58410 -33.12699
N: 12.28147 -14.56206 -20.04308
N: 11.06490 -16.57148 -27.50974
H: 5.73340 -11.61066 -28.47070
C: 8.13638 -21.43024 -28.79834
N: 14.38743 -13.64561 -26.81267
N: 9.34495 -18.61383 -27.19273
N: 5.55186 -15.60472 -33.14806
C: 17.27239 -19.39013 -26.37409
H: 4.20803 -13.66126 -30.51642
H: 9.00881 -22.03784 -29.04407
C: 14.10989 -13.02630 -34.32600
H: 18.87495 -17.07362 -22.65671
C: 16.87201 -18.48725 -21.74917
H: 15.67166 -16.11434 -28.57576
H: 15.79274 -12.09883 -31.82228
H: 10.97452 -14.67856 -26.43122
H: 12.07994 -15.90418 -31.48146
C: 16.44433 -13.73827 -25.25904
H: 5.08487 -21.51750 -33.59076
H: 5.54530 -24.46620 -31.93399
C: 13.88187 -19.60614 -24.68300
C: 15.93588 -12.25671 -32.89241
C: 15.30238 -13.71889 -26.12729
H: 8.56135 -20.41772 -28.77164
C: 10.55135 -15.68040 -26.49130
N: 13.83581 -14.69400 -31.52534
H: 13.03411 -13.47196 -30.02532
C: 2.37762 -13.28975 -32.44875
C: 6.83083 -22.77414 -25.78905
H: 7.28800 -14.44940 -33.07084
H: 6.83994 -16.95498 -29.87900
H: 15.23698 -17.67982 -27.89379
C: 12.95668 -14.82521 -18.78275
C: 10.00151 -17.22815 -33.59026
H: 6.60980 -12.97970 -29.24841
N: 8.82115 -22.83941 -31.46073
H: 11.85820 -14.17946 -31.68491
P: 16.06115 -18.05600 -24.33468
C: 6.45588 -14.73363 -32.41857
H: 8.07364 -17.91682 -30.71173
C: 3.74547 -14.58718 -30.88579
H: 5.72048 -20.88262 -28.49249
H: 9.49502 -24.78156 -31.09699
O: 10.91256 -18.42483 -29.34056
H: 12.78980 -17.27446 -28.36135
H: 13.98092 -14.46136 -18.72339
H: 10.57349 -20.35453 -27.28503
N: 3.11771 -16.51144 -33.75291
N: 14.17288 -12.87225 -20.72788
H: 6.77545 -22.05953 -34.09473
O: 16.47662 -14.94733 -31.82278
N: 14.58932 -18.65775 -23.81705
H: 16.39598 -19.44161 -21.95006
H: 16.35521 -17.93141 -20.96378
P: 7.59761 -21.69967 -31.52106
C: 17.04461 -17.66103 -29.00990
H: 10.24538 -14.51624 -19.46611
H: 12.94617 -15.68248 -27.70444
H: 7.47333 -18.44222 -29.14632
H: 13.16006 -20.20884 -24.13908
C: 5.87637 -22.26622 -33.51755
H: 12.45902 -15.42566 -22.30342
H: 14.15102 -16.95775 -22.59362
H: 17.35019 -21.42472 -24.95280
N: 9.84155 -16.23233 -34.13747
O: 3.99070 -14.25895 -34.83650
C: 17.92894 -16.64657 -23.00024
H: 6.02352 -19.76558 -29.78444
H: 11.00326 -16.12910 -19.66221
N: 15.17618 -13.38743 -33.41900
H: 8.00182 -15.08642 -29.62662
H: 3.16195 -18.48176 -33.08573
H: 15.10852 -15.15811 -35.45261
P: 12.50844 -13.03277 -20.76670
H: 10.49185 -16.15332 -25.50233
H: 9.52052 -20.28102 -25.94501
N: 7.89356 -12.76242 -26.43404
H: 12.40492 -15.03864 -33.06572
H: 7.66838 -21.64984 -27.84382
H: 16.53509 -18.98394 -27.07310
H: 16.50043 -16.11639 -34.85961
H: 9.55854 -19.23894 -33.47360
H: 5.46745 -23.20045 -33.91217
C: 12.40879 -14.61689 -23.03325
H: 17.89765 -18.71895 -21.45178
C: 8.55566 -24.23010 -31.14411
H: 11.45168 -14.82929 -23.52297
H: 1.98281 -12.98294 -31.48264
H: 10.97087 -19.24631 -25.94868
H: 17.40439 -20.40908 -26.73729
C: 12.49275 -15.02406 -31.98395
H: 13.14017 -11.83285 -23.64013
H: 3.07805 -17.67002 -35.50576
H: 4.57120 -15.29533 -30.84674
H: 16.18842 -20.89180 -23.61072
N: 12.20411 -13.32344 -22.39126
H: 1.52775 -17.32741 -34.86110
H: 12.94394 -17.08560 -26.57763
C: 12.16916 -12.20671 -23.31082
H: 9.94361 -18.60040 -31.91742
N: 8.79268 -16.85259 -29.03773
C: 9.01526 -15.48521 -29.50069
H: 15.22286 -13.81872 -22.31624
H: 10.81929 -23.23856 -31.98973
H: 13.98137 -11.34629 -19.28056
C: 14.28790 -17.26617 -33.08873
C: 3.02861 -17.47314 -32.67705
N: 7.16804 -21.52891 -29.89788
P: 10.11204 -17.65091 -28.37302
H: 10.56713 -22.25935 -30.51309
H: 5.31535 -13.29045 -28.06016
O: 15.93815 -16.94431 -25.31490
N: 18.11667 -18.01843 -29.20383
H: 10.53983 -15.15912 -21.08324
H: 6.43380 -17.53790 -33.21730
O: 11.68137 -11.96594 -20.17325
H: 18.09419 -16.22846 -23.99191
P: 4.02461 -15.09162 -33.61465
H: 13.64076 -13.84033 -34.87631
N: 6.70485 -21.66211 -26.03227
H: 17.70604 -15.78157 -22.36353
H: 2.89574 -14.85639 -30.25992
C: 8.17478 -18.21494 -26.39571
H: 17.28732 -13.15253 -25.62817
C: 12.52636 -16.66632 -27.49354
H: 15.13176 -17.96526 -33.06723
H: 14.60504 -20.22837 -25.20887
H: 15.57770 -11.91795 -19.44589
H: 2.85174 -12.41434 -32.90495
H: 11.25919 -18.81167 -33.07866
H: 16.12030 -13.38468 -24.28191
N: 16.82268 -19.40397 -24.98964
H: 8.51058 -17.42724 -25.71124
P: 15.19324 -14.80688 -32.54099
H: 11.55457 -11.40827 -22.88313
H: 14.84029 -10.86224 -20.74742
N: 6.25431 -22.48442 -32.11913
H: 9.57378 -15.40823 -30.43677
C: 14.69252 -11.67812 -20.03911
H: 15.65040 -11.37267 -33.46046
H: 13.28702 -14.70797 -23.67445
C: 7.02641 -24.19036 -25.54165
C: 15.12077 -13.82774 -21.22941
C: 10.21814 -22.44778 -31.53530
H: 6.57138 -24.45230 -24.58346
N: 14.73546 -15.99496 -33.64235
H: 13.01383 -17.26772 -23.90289
H: 10.40296 -21.58423 -32.17320
C: 15.41361 -16.07197 -34.94578
H: 5.06157 -21.16395 -30.13510
H: 8.14441 -24.40646 -30.14287
H: 13.52827 -17.70467 -33.74476
C: 15.69552 -17.19079 -28.75058
C: 10.21329 -18.52659 -32.96990
H: 7.89753 -24.68390 -31.88298
H: 14.81084 -14.83320 -20.91736
H: 16.09866 -13.70898 -20.76092
H: 6.56473 -24.80985 -26.30627
C: 6.10731 -16.72433 -33.88034
H: 17.93442 -20.55600 -23.63525
H: 16.86708 -14.74117 -25.17398
C: 2.51371 -16.86502 -35.00790

=====

Entry from OMol25: an isolated molecule of C4H8O2 (the ωB97M-V functional and the def2-TZVPD basis).

Its SMILES is C[C@H](C=O)CO. The calculation puts the gap between HOMO and LUMO at 10.5922 eV. The lowest unoccupied orbital energy comes out at 0.751 eV. As for the largest force on an atom: 0.452 eV/Å. Its multiplicity is 1. The energy relative to the best compared isomer or geometry (same formula, charge and spin) comes out at 29.0 kcal per mole.

Positions of all 14 atoms, in Å:
H: 1.18374 -0.97605 -0.91132
H: 1.64123 -0.93795 0.79611
H: -2.22586 -0.78849 0.37462
H: 1.91653 1.12772 -1.06912
C: 1.21321 -0.34064 -0.01339
H: -0.04974 2.24458 -0.05574
H: -0.23751 0.32440 1.42769
O: 2.09022 0.75564 -0.19321
O: -1.43272 1.40109 -1.25416
C: -0.60483 1.33806 -0.37552
C: -0.23028 0.06678 0.35900
H: -0.92593 -1.97774 0.59832
C: -1.21162 -1.06150 0.07003
H: -1.23886 -1.27293 -1.00365

=====

Please write out number 1 again, unchanged.
Entry from OMol25: a cluster of 3 separate species, C9H14N2O in total at a distorted geometry (the ωB97M-V functional and the def2-TZVPD basis).

The calculation puts the gap between HOMO and LUMO (spin up / spin down) at 7.8557 / 7.8560 eV. The lowest unoccupied orbital energy (spin up / spin down) comes out at -0.930 / -0.938 eV. As for the largest force on an atom: 5.621 eV/Å. Its multiplicity is 1. The energy relative to the best compared isomer or geometry (same formula, charge and spin) comes out at 149.3 kcal per mole.

Positions of all 26 atoms, in Å:
N: 8.52597 0.57476 -0.12593
H: -6.41015 1.74039 -0.20811
H: -6.20795 -3.21169 -1.02468
C: -6.03178 -1.08626 -0.53283
H: 7.69611 2.10890 0.73288
H: 6.70937 1.79427 -0.49367
C: -5.54290 -2.40677 -0.63684
H: 8.26056 2.58162 -0.87363
C: 7.85026 -0.49539 0.55302
O: -5.07017 3.75495 -0.89321
H: -6.16695 1.30371 1.37437
C: -5.51442 1.42154 0.39851
C: 7.75288 1.77895 -0.25924
C: -4.23583 -2.67569 -0.20946
H: -3.87914 -3.72825 -0.11416
H: 7.73967 -0.08208 1.52291
H: -3.28825 0.41030 0.73352
C: -5.25130 -0.09255 0.09643
H: 8.74637 0.15694 -1.05664
H: -2.36026 -1.85190 0.63770
C: -3.40863 -1.68519 0.32819
H: -7.07052 -0.88899 -0.84995
N: -4.31390 2.97446 -0.37579
C: -4.00287 -0.43875 0.51898
H: 6.90758 -0.63261 0.01870
H: 8.56622 -1.32465 0.73892